Density functional theory data (the ωB97M-V functional and the def2-TZVPD basis) for a cluster of 2 separate species, C6H12O in total.

Output
HOMO level ... -8.331 eV
E_tot ... -310.92858 Eh
HOMO-LUMO gap ... 9.335 eV

The geometry in ORCA input format:
```
! RIJCOSX wB97M-V def2-TZVPD def2/J DEFGRID3
* xyz 0 1
O 0.05712 -1.50436 1.67143
H 0.70063 0.41829 2.98446
C 1.48684 0.15570 2.26517
H -1.75843 -0.94255 -1.44086
C -1.34903 1.63450 -0.52384
H -1.17325 2.71098 -0.62390
H -1.16464 1.35636 0.52021
H 0.60253 1.03267 -1.25274
H -0.11442 -2.21760 1.03276
H 1.29174 -1.30259 -1.39342
H 0.00733 -2.63177 -1.41905
C -0.71164 -0.63562 -1.45456
H 1.70058 1.02342 1.63013
H -2.40872 1.45006 -0.73568
H -0.61822 1.21762 -2.50335
C -0.45429 0.84536 -1.48184
C 0.23996 -1.56889 -1.43109
H 2.42695 -0.03327 2.79349
C 1.23895 -1.00831 1.36269
*
```


Density functional theory data (the ωB97M-V functional and the def2-TZVPD basis) for the molecule C6H12O.

Output
SMILES ... CCC[C@@H](C)C=O
HOMO level ... -9.626 eV
E_tot ... -311.01595 Eh
HOMO-LUMO gap ... 10.561 eV

The geometry in ORCA input format:
```
! RIJCOSX wB97M-V def2-TZVPD def2/J DEFGRID3
* xyz 0 1
O 1.69255 1.27120 -0.20309
H -0.58475 1.91564 -1.10130
H 1.46220 -1.69562 0.87862
H -0.43607 2.45058 0.57379
H 1.35463 0.60009 1.68106
H -2.01980 2.36707 -0.18224
C 1.20610 -1.35087 -1.23571
H -1.06702 -1.68654 0.13285
H -2.18200 0.11795 -0.38144
H 0.54814 -0.78461 -1.89865
C -1.05040 1.85832 -0.11223
H 2.23965 -1.14101 -1.53277
H 1.02299 -2.42014 -1.40084
C -0.54453 -0.86584 0.63174
C -1.43680 0.42930 0.35611
C 1.42346 0.39989 0.58621
H -1.99637 0.59817 1.28432
H -0.58677 -1.09372 1.70459
C 0.95480 -0.96987 0.21898
*
```


Density functional theory data (the ωB97M-V functional and the def2-TZVPD basis) for a cluster of 2 separate species, C6H12O in total.

Output
SMILES ... C=COC.C=CC
HOMO level ... -8.793 eV
E_tot ... -310.97883 Eh
HOMO-LUMO gap ... 9.826 eV

The geometry in ORCA input format:
```
! RIJCOSX wB97M-V def2-TZVPD def2/J DEFGRID3
* xyz 0 1
H -1.70176 0.91500 -1.14265
H 1.48356 -0.26465 -1.42628
H 1.06095 2.92477 0.58363
C -1.97818 0.77345 -0.09882
H 0.72684 0.94366 1.94771
H -0.77173 -2.20805 0.30522
C -1.58299 -1.70131 -0.22995
H 3.05372 -0.16904 -0.57695
C 1.33618 1.95354 0.18799
H -2.43261 -2.39386 -0.27712
O 1.40630 -0.41695 0.64795
H -2.24412 1.66785 0.45881
C 1.14598 0.87638 0.94712
C 2.06554 -0.64791 -0.57785
H 2.17807 -1.72923 -0.67252
C -1.96267 -0.42827 0.46746
H -2.22993 -0.51935 1.52140
H -1.24708 -1.50410 -1.25398
H 1.71789 1.91731 -0.82678
*
```


Density functional theory data (the ωB97M-V functional and the def2-TZVPD basis) for the molecule C6H12O.

Output
SMILES ... COCC1(C)CC1
HOMO level ... -9.582 eV
E_tot ... -310.99873 Eh
HOMO-LUMO gap ... 10.623 eV

The geometry in ORCA input format:
```
! RIJCOSX wB97M-V def2-TZVPD def2/J DEFGRID3
* xyz 0 1
C -1.82374 -1.04232 0.27726
H -0.46426 -1.76156 -1.33729
C -1.13460 -0.95140 -1.05839
H -1.61493 -1.90606 0.90691
C -0.72270 -0.04299 0.06741
H 3.25695 1.31291 -0.12021
C 0.57325 -0.34338 0.81129
O 1.51562 0.70327 0.69858
H 2.36128 0.15027 -1.13207
H -0.34314 1.97839 -0.60268
H 3.22422 -0.41038 0.32618
C 2.63330 0.41441 -0.09903
C -1.08722 1.42374 -0.02176
H -2.84035 -0.66650 0.36687
H 0.36171 -0.45472 1.88192
H -2.06275 1.54037 -0.50691
H -1.68760 -0.52638 -1.89215
H 0.99811 -1.29980 0.46161
H -1.14310 1.88213 0.97249
*
```


Density functional theory data (the ωB97M-V functional and the def2-TZVPD basis) for a cluster of 2 separate species, C6H12O in total.

Output
SMILES ... CC1=CC1.CCO
HOMO level ... -8.629 eV
E_tot ... -310.94078 Eh
HOMO-LUMO gap ... 9.624 eV

The geometry in ORCA input format:
```
! RIJCOSX wB97M-V def2-TZVPD def2/J DEFGRID3
* xyz 0 1
C -1.77238 0.49703 -0.17710
H 2.16164 0.76110 1.60292
H 0.68758 2.47800 0.78729
C -0.68026 -1.74889 -1.13001
H -2.89750 -0.87325 1.19868
C 1.92325 0.70952 -0.54715
O 0.35872 1.63053 1.10795
H -0.33007 -1.36579 -2.09378
C -1.24557 -0.67521 -0.29238
H 2.78770 0.04242 -0.63116
H -1.35099 -0.21428 1.92758
H -2.04820 1.43582 -0.62944
H 0.88584 -0.31884 1.03855
C -1.92756 -0.40018 1.01318
H 0.13739 -2.28758 -0.63870
H 1.18172 0.41441 -1.29639
H 2.26179 1.72427 -0.79077
H -1.48770 -2.46580 -1.31325
C 1.35458 0.65673 0.86398
*
```


Density functional theory data (the ωB97M-V functional and the def2-TZVPD basis) for the molecule C6H12O in a non-equilibrium geometry.

Output
HOMO level (alpha / beta) ... -5.554 / -4.709 eV
E_tot ... -310.84860 Eh
HOMO-LUMO gap (alpha / beta) ... 5.299 / 3.499 eV

The geometry in ORCA input format:
```
! RIJCOSX wB97M-V def2-TZVPD def2/J DEFGRID3
* xyz 0 1
C 0.70850 -0.93789 0.54602
H 1.22799 1.03186 -2.24104
H 2.11903 -0.94948 -1.07903
H 2.30065 0.43547 0.01929
C -1.64369 0.05039 1.01769
H -2.20877 0.46970 1.86253
C -0.21359 -0.04898 1.27824
H -2.05956 -0.94007 0.77666
H 0.11645 -1.69224 0.00818
C 1.56617 -0.20215 -0.49431
C -0.63074 0.10283 -1.85761
H -1.82827 0.65780 0.03954
H -1.31334 -0.41536 -1.21259
H 0.46078 1.58145 -0.73933
C 0.64171 0.68312 -1.37943
H 1.37493 -1.41796 1.27657
O 0.38519 0.66089 2.24676
H -0.26287 1.05824 2.84480
H -0.74058 -0.12763 -2.91293
*
```


Density functional theory data (the ωB97M-V functional and the def2-TZVPD basis) for a cluster of 2 separate species, C6H12O in total in a non-equilibrium geometry.

Output
SMILES ... C=CCC(=C)C.O
HOMO level ... -9.182 eV
E_tot ... -310.99293 Eh
HOMO-LUMO gap ... 9.852 eV

The geometry in ORCA input format:
```
! RIJCOSX wB97M-V def2-TZVPD def2/J DEFGRID3
* xyz 0 1
H -1.14659 -2.17168 0.67748
C -0.77551 1.74291 -0.76686
H -1.57180 -3.20462 -2.57324
O -1.44957 -2.52783 -1.89200
H 1.76656 -0.27855 -0.42258
H 0.20190 -0.58619 -0.96162
H -1.51112 1.16147 -1.30926
H -0.28858 -2.42962 2.22117
H -2.19367 -1.91173 -1.98323
H -1.13101 2.76003 -0.63097
C 0.53213 -0.84771 1.16106
C -0.35376 -1.81713 1.32138
C 0.71880 -0.09605 -0.13461
C 1.19444 2.23910 0.69869
C 0.29966 1.34731 -0.09081
H 2.23988 2.13903 0.39832
H 1.17253 1.90876 1.74424
H 1.34301 -0.72850 1.87186
H 0.95270 3.30100 0.67098
*
```


Density functional theory data (the ωB97M-V functional and the def2-TZVPD basis) for a structure of composition C6H12O.

Output
HOMO level ... -9.578 eV
E_tot ... -311.00560 Eh
HOMO-LUMO gap ... 10.699 eV

The geometry in ORCA input format:
```
! RIJCOSX wB97M-V def2-TZVPD def2/J DEFGRID3
* xyz 0 1
C -1.22977 -1.25923 -2.20550
C 0.28494 0.34525 1.00794
H -1.91148 -0.44282 -0.33122
H 1.10164 -0.93112 -0.54311
C -1.04887 -1.00895 -0.71027
O 1.41393 1.83441 2.05186
C 0.30379 1.87869 1.14780
H 2.50218 0.25987 1.15347
H -1.37600 -0.31152 -2.73823
H -0.57503 2.37267 1.58292
C 1.61396 0.44041 1.77795
H -1.05275 -1.96080 -0.16073
H 0.57661 2.38962 0.21128
H 1.69872 -0.15249 2.69833
H -0.34629 -1.74578 -2.63665
C 0.24742 -0.25515 -0.39745
H 0.37998 0.54995 -1.13758
H -2.09787 -1.89396 -2.41183
H -0.48509 -0.10905 1.64104
*
```


Density functional theory data (the ωB97M-V functional and the def2-TZVPD basis) for a structure of composition C6H12O in a non-equilibrium geometry.

Output
HOMO level ... -8.432 eV
E_tot ... -310.95387 Eh
HOMO-LUMO gap ... 9.309 eV

The geometry in ORCA input format:
```
! RIJCOSX wB97M-V def2-TZVPD def2/J DEFGRID3
* xyz 0 1
H -0.99937 -2.06269 0.42924
H 1.55557 -0.91271 1.94786
H 2.68217 -1.29363 0.18071
H -1.76232 2.14741 -0.18161
H 0.85649 1.75603 -1.01774
H 2.35552 0.42412 -0.04608
C -0.74547 -1.12896 -0.08786
C -1.75516 -0.00004 0.30292
H -2.08189 -0.08543 1.34280
H -0.38408 0.87468 -1.88144
C 0.58840 -0.52827 0.24469
O 0.66141 -0.63937 1.67033
C -1.04953 1.36317 0.09800
H 1.95850 -0.67909 -1.36417
H -2.63752 -0.09286 -0.33620
H -0.52725 1.67384 1.00522
C 1.98611 -0.58200 -0.28395
H -0.74845 -1.26927 -1.16780
C 0.04687 1.03507 -0.85492
*
```


Density functional theory data (the ωB97M-V functional and the def2-TZVPD basis) for a cluster of 2 separate species, C6H12O in total.

Output
SMILES ... C=C1O[C@@H]1C(C)C.[H][H]
HOMO level ... -9.142 eV
E_tot ... -310.93932 Eh
HOMO-LUMO gap ... 10.235 eV

The geometry in ORCA input format:
```
! RIJCOSX wB97M-V def2-TZVPD def2/J DEFGRID3
* xyz 0 1
H -0.70144 1.85546 0.88258
H 2.81134 -0.97224 1.54257
C -0.97901 0.03381 -0.29335
C -1.47379 1.10065 0.68708
C 1.49607 -0.06528 -0.39242
H -1.59561 -1.78221 -1.27716
H -2.32350 -1.55372 0.33107
H 0.30673 -0.90850 1.27787
C 2.35300 0.85919 -0.77486
H 3.17376 0.62777 -1.44149
H 2.96675 -0.35091 1.16376
H -0.70898 0.52936 -1.23398
H -2.35174 1.61297 0.28247
H -1.75807 0.65538 1.64891
H 2.23899 1.86204 -0.38147
C 0.30797 -0.52330 0.25419
C -2.01154 -1.04141 -0.58646
H -2.89670 -0.59450 -1.05046
O 1.14578 -1.34456 -0.63885
*
```


Density functional theory data (the ωB97M-V functional and the def2-TZVPD basis) for the molecule C6H12O in a non-equilibrium geometry.

Output
SMILES ... CCO[C@H]1C[C@H]1C
HOMO level ... -9.087 eV
E_tot ... -310.95592 Eh
HOMO-LUMO gap ... 10.194 eV

The geometry in ORCA input format:
```
! RIJCOSX wB97M-V def2-TZVPD def2/J DEFGRID3
* xyz 0 1
C -1.81306 -0.50209 -0.24588
H 3.31152 0.88367 -0.03758
H 2.32012 -1.23329 -0.06633
H 2.52955 0.65801 1.55079
H 1.94561 0.00483 -1.35390
C 2.35096 0.83107 0.48588
H -2.48045 1.49989 -0.77719
H -1.49845 0.74772 -2.03835
O 0.42496 -0.51332 -0.48979
C -1.46989 -0.57632 1.22399
H 1.82124 1.78169 0.34974
C -1.61331 0.85807 -0.95139
H -0.41259 -2.27803 0.21198
C -0.54659 -1.18270 0.19112
C 1.77565 -0.31477 -0.32587
H -1.37576 0.36447 1.76397
H -2.61088 -1.09712 -0.67100
H -1.92439 -1.36745 1.81316
H -0.73423 1.43566 -0.63334
*
```


Density functional theory data (the ωB97M-V functional and the def2-TZVPD basis) for the molecule C6H12O.

Output
SMILES ... CCO[C@H]1C[C@H]1C
HOMO level ... -9.298 eV
E_tot ... -311.00496 Eh
HOMO-LUMO gap ... 10.447 eV

The geometry in ORCA input format:
```
! RIJCOSX wB97M-V def2-TZVPD def2/J DEFGRID3
* xyz 0 1
H -1.17253 1.54387 -0.28543
C 1.49804 0.03434 -0.27504
C -0.43637 -0.94472 0.56299
H -1.92964 0.19190 1.73015
H -0.09278 -1.98195 0.48922
H 1.08911 0.65476 -1.08629
H 2.64218 1.65548 0.56041
H -1.23861 0.87654 -1.93097
H -1.97774 -1.36099 -0.97594
C -1.68260 0.81664 -0.92648
H -2.73257 1.10665 -1.02177
O 0.57726 -0.02655 0.81473
C 2.79802 0.63384 0.20539
H 1.66937 -0.98718 -0.62832
H -2.31539 -1.58017 1.57769
H 3.48916 0.66122 -0.64748
C -1.59992 -0.57540 -0.32612
C -1.78996 -0.72244 1.16150
H 3.20498 0.00416 1.00176
*
```